A structure of composition C24H30N3NiOP. Source: OMol25; level of theory: ωB97M-V/def2-TZVPD.

Energy relative to the best compared isomer or geometry (same formula, charge and spin) ... 100.9 kcal/mol
⟨S²⟩ ... 2.457
LUMO energy (spin up / spin down) ... -6.63 / -8.43 eV

The geometry in ORCA input format:
```
! wB97M-V def2-TZVPD RIJCOSX def2/J DEFGRID3
* xyz 2 3
Ni -0.13360 2.05754 -0.08828
P -0.20965 -1.26729 0.47769
O -0.35175 0.25255 0.50080
N 1.48124 2.37831 0.92490
N -1.77386 2.26641 -1.05079
N -0.29327 4.02152 0.14490
C -4.34153 -3.15402 0.90225
C 1.93551 3.73701 1.00623
C -3.21409 -3.96591 0.85059
C 0.55886 1.32789 -2.56116
C -2.95997 -1.20027 0.68831
C 1.06185 4.61322 0.10207
C 1.92816 -1.67570 -1.19292
C -1.83113 -2.01150 0.63073
C 2.52835 -2.00261 -2.39728
C 0.80078 -1.01439 3.01539
C 0.39055 -2.67911 -3.28293
C -1.37454 4.62805 -0.68197
C 0.55076 -1.84769 -1.03025
C 0.81941 -1.78426 1.85143
C -1.95892 -3.39767 0.71870
C 1.65867 1.85200 -2.01055
C 1.75829 -2.50360 -3.44150
C -4.21599 -1.77537 0.82334
C 2.25888 -2.60318 4.07508
C 2.26892 -3.37623 2.92260
C -0.21832 -2.35022 -2.07951
C 1.54915 -2.97061 1.80851
C 1.52566 -1.42414 4.12356
C -1.91548 3.56917 -1.64677
H 1.95657 2.87472 -2.20826
H -2.32490 1.53913 -1.50352
H 3.59653 -1.88269 -2.52003
H 1.50880 -0.83337 5.02959
H 2.53222 -1.30787 -0.37098
H 2.35469 1.23110 -1.45870
H -1.28496 -2.49169 -1.95802
H -0.20337 -3.08141 -4.09243
H -1.00869 5.50431 -1.21384
H 1.05926 5.65105 0.43596
H -0.59799 4.06420 1.11627
H 2.06591 1.69605 1.40530
H 0.20558 -0.10987 3.05668
H 2.99960 3.82992 0.76471
H 1.56309 -3.57696 0.91130
H 1.85391 4.05429 2.05826
H -1.33040 3.57607 -2.57790
H -5.32087 -3.60006 1.01126
H 2.81910 -2.92429 4.94291
H -2.85229 -0.12435 0.64538
H -2.94617 3.77234 -1.94814
H -1.08203 -4.03433 0.68760
H -3.31576 -5.04026 0.91893
H 2.83678 -4.29600 2.88925
H 1.41504 4.58589 -0.92699
H -5.09529 -1.14739 0.87465
H 0.32086 0.27554 -2.45430
H -2.17069 4.95489 -0.01574
H 2.23056 -2.76910 -4.37787
H -0.06803 1.91021 -3.22449
*
```

=====

A structure of composition C24H30N4O3Zr. Source: OMol25; level of theory: ωB97M-V/def2-TZVPD.

LUMO energy ... -7.94 eV

The geometry in ORCA input format:
```
! wB97M-V def2-TZVPD RIJCOSX def2/J DEFGRID3
* xyz 2 1
Zr 0.02309 0.13352 -0.04043
O -1.60729 2.04023 3.16859
O -1.07299 -2.71288 2.48562
O -0.89701 -1.33354 0.68607
N -1.05190 2.15529 -0.16184
N -0.13398 0.71211 1.95858
N 0.42697 -0.34453 -2.26523
N 2.15120 -0.49931 -0.41198
C 3.47102 0.69235 1.23995
C -0.39673 -0.41384 2.86926
C 3.66927 -1.64650 2.76170
C 2.41036 -2.99736 1.04651
C -0.86540 1.86615 2.24352
C 3.98623 -1.28058 -1.84208
C -1.34778 -2.58610 -2.68772
C -0.73039 2.89034 1.11832
C -2.82202 -0.95228 -3.92190
C 4.23541 -0.46489 3.21046
C 0.05536 2.22342 -3.51742
C 1.55687 -0.77104 -2.67651
C 4.13635 0.69796 2.45708
C 1.89802 -1.16739 -4.06091
C 2.99577 -1.70335 1.54214
C 3.31979 1.94152 0.41893
C -3.08553 0.30788 -4.43598
C 2.93291 -0.52018 0.80902
C -0.97251 1.12560 -3.60235
C 2.60073 -0.84626 -1.55868
C -1.64343 -1.21478 -3.23015
C -0.85775 -1.63514 2.07486
C -0.74430 -0.15528 -3.08710
C -2.16801 1.33596 -4.28104
H 0.64591 2.20863 -2.59402
H -1.40251 3.72942 1.27418
H -3.53797 -1.75229 -4.05803
H 4.40531 -0.67755 -2.65091
H 3.84346 1.88465 -0.53781
H 0.29461 3.25551 1.05167
H 4.57484 1.61893 2.81899
H 2.68705 -0.51495 -4.44510
H 2.25140 -3.68934 1.87057
H -2.16186 -3.26746 -2.92267
H 2.30118 -2.18260 -4.06951
H -0.43864 -3.00617 -3.12496
H 3.74639 -2.54548 3.35974
H 4.61451 -1.20723 -0.95823
H -4.00936 0.48799 -4.96856
H -1.16398 -0.13243 3.59337
H 0.78139 2.14239 -4.33026
H 1.03085 -1.11030 -4.71431
H 3.98076 -2.31497 -2.19775
H -0.83737 2.75616 -0.95840
H 3.08271 -3.48621 0.33650
H 3.69895 2.80913 0.95426
H 0.49644 -0.70990 3.42212
H 1.44708 -2.87544 0.54392
H -1.22529 -2.59377 -1.60165
H 2.26355 2.15730 0.18763
H -0.40949 3.20416 -3.60895
H 4.75426 -0.44668 4.15924
H -2.06719 2.03959 -0.20618
H -2.37130 2.31198 -4.70360
*
```

=====

The molecule C24H30N4O4S. Source: OMol25; level of theory: ωB97M-V/def2-TZVPD.

SMILES string ... CC(=O)N1CCc2cc(S(=O)(=O)NCCC(=O)N3CCN(Cc4ccccc4)CC3)ccc21
Energy relative to the best compared isomer or geometry (same formula, charge and spin) ... 46.5 kcal/mol
LUMO energy ... 0.54 eV

The geometry in ORCA input format:
```
! wB97M-V def2-TZVPD RIJCOSX def2/J DEFGRID3
* xyz 0 1
S -2.71903 2.75158 1.04676
O -3.99504 3.19350 0.55764
O -0.41243 -3.64818 1.63054
O -2.24259 3.25969 2.29915
O -1.62128 0.04189 -2.54285
N -2.20695 -3.06197 0.38518
N 2.77712 -0.51080 -0.88041
N -1.51133 3.10560 -0.07164
N 0.10552 0.36036 -1.15090
C 5.73398 0.15029 2.05183
C -1.29261 -3.95995 0.85559
C -2.26680 -1.71371 0.73336
C 6.24191 0.49075 -0.64524
C -3.22531 -3.36390 -0.61853
C -1.71744 0.33494 1.80466
C 1.06086 1.13444 -0.39673
C -1.45216 -5.36960 0.33592
C -3.82900 -2.01011 -1.02694
C 5.10985 -0.20394 -0.24481
C 0.41432 -1.05394 -1.09207
C 4.86335 -0.37077 1.11300
C 4.15388 -0.78747 -1.25030
C 7.11823 1.00658 0.29477
C -2.64066 0.97926 1.00633
C -0.83441 0.80780 -2.00664
C 2.46434 0.90298 -0.96002
C -1.52807 -1.03408 1.69196
C 1.82066 -1.28309 -1.64852
C -3.21704 -1.05505 -0.05187
C -0.87704 2.29654 -2.32731
C -1.88699 3.06890 -1.46761
C 6.86544 0.83866 1.64474
C -3.41796 0.29829 0.08363
H -2.45746 -5.74052 0.52016
H -3.98526 -4.02233 -0.18388
H -3.53030 -1.72007 -2.03611
H 4.27822 -1.87562 -1.26275
H -0.32674 -1.58954 -1.68574
H -2.00360 4.07949 -1.87525
H -4.14878 0.82982 -0.50312
H 2.07369 -2.34175 -1.55826
H 0.79672 2.18825 -0.39398
H -0.81651 -1.55517 2.31025
H -2.77422 -3.87507 -1.47141
H 6.44244 0.62735 -1.69894
H 7.99819 1.54309 -0.02900
H -1.15811 0.92191 2.51506
H 4.39240 -0.41036 -2.26170
H 0.37828 -1.39452 -0.05484
H -4.91720 -2.01195 -0.97788
H 1.83806 -1.00824 -2.72018
H 2.50890 1.26915 -2.00431
H 1.03694 0.77286 0.63640
H 3.97810 -0.90688 1.41866
H -1.21595 2.36594 -3.36314
H -0.99292 3.92110 0.21363
H 5.53307 0.01705 3.10470
H 3.19770 1.45455 -0.36821
H 0.10856 2.75335 -2.25422
H 7.54765 1.24338 2.37769
H -1.25720 -5.40496 -0.73406
H -2.85792 2.57470 -1.52272
H -0.73340 -6.00522 0.84548
*
```

=====

The molecule C24H30N4O5. Source: OMol25; level of theory: ωB97M-V/def2-TZVPD.

SMILES string ... CCC(C)(C)NC(=O)CN(Cc1ccc2c(c1)OCO2)C(=O)CCC(=O)Nc1ccccn1
Energy relative to the best compared isomer or geometry (same formula, charge and spin) ... 29.1 kcal/mol
LUMO energy ... 0.70 eV

The geometry in ORCA input format:
```
! wB97M-V def2-TZVPD RIJCOSX def2/J DEFGRID3
* xyz 0 1
O -1.89014 4.20482 -0.52992
O 3.59738 -0.70795 -1.29931
O -0.26756 -2.57977 -1.86924
O -0.50037 4.08664 1.30297
O -4.51287 -0.19830 -0.30502
N -1.37714 1.05380 2.21231
N 0.66615 -0.71798 -2.70926
N -2.38802 -0.04913 0.50623
N 2.33126 -2.53123 -0.78193
C -0.72229 2.48462 -1.86391
C -2.47420 2.67049 3.57340
C -2.50582 0.88170 1.52935
C -1.63063 4.72845 0.75430
C -0.39074 -1.42239 -2.24921
C 2.72152 -1.51288 -1.55582
C 2.34667 -1.60904 1.49171
C -3.67803 1.58241 1.81180
C -1.36749 1.92473 3.20549
C -0.08036 3.19058 0.35841
C -2.78106 -1.45268 -1.40123
C 0.61432 0.69894 -3.03760
C 1.92662 -1.42953 -2.87474
C -0.91930 3.26739 -0.75432
C -3.34699 -0.51423 -0.35117
C 2.13831 -4.09794 1.02959
C 1.19157 1.53048 -0.73632
C 0.35753 1.59219 -1.84216
C -3.64844 2.49009 2.85429
C -1.74158 -0.72834 -2.27041
C 0.98591 2.32654 0.38743
C 0.84196 -1.36084 1.48518
C 4.30246 -2.91731 0.61072
C 2.77767 -2.78219 0.58864
H 0.30896 -2.16285 1.99017
H 1.05793 -4.06262 0.91689
H -1.37251 2.57226 -2.71984
H 2.37404 -4.29741 2.07141
H 2.68455 -1.80696 2.50981
H -1.63498 0.30133 -1.93578
H 2.51899 -4.91884 0.42602
H -2.50341 4.55785 1.40468
H 2.86039 -0.71460 1.13661
H -0.42354 2.02465 3.72399
H 0.60313 -0.42605 1.98610
H 4.76433 -1.99709 0.26622
H -3.61135 -1.82252 -2.00135
H -2.41912 3.37175 4.39059
H 2.03861 0.86470 -0.75002
H -1.43801 5.81083 0.67843
H 4.61664 -3.72841 -0.04219
H -4.53698 3.05222 3.10423
H -2.30401 -2.31032 -0.91906
H 4.64271 -3.12816 1.62083
H 1.58314 0.96422 -3.46611
H -0.15130 0.87256 -3.80180
H 0.48414 -1.29768 0.45889
H 1.49184 -3.02167 -1.07357
H -4.56770 1.40964 1.23128
H 1.63882 2.27284 1.24081
H 1.70423 -2.43910 -3.23141
H -1.45202 -0.42992 0.43937
H -2.06903 -0.70632 -3.31275
H 2.53521 -0.90646 -3.61273
*
```

=====

Result set for max |F|: 0.4, 0.7, 0.9, 1.3 eV Å⁻¹, one per record in the order listed.